1.
{"formula": "C44H66BNO37", "method": "the ωB97M-V functional and the def2-TZVPD basis", "energy_ev": -124622.520, "homo_lumo_gap_ha": 0.319, "e_homo_ev": -8.5407, "total_charge": 0, "species": ["C", "C", "C", "C", "C", "B", "N", "C", "C", "C", "O", "H", "H", "H", "H", "H", "H", "H", "H", "H", "H", "H", "H", "H", "H", "H", "H", "H", "H", "C", "C", "O", "C", "O", "O", "H", "H", "H", "H", "C", "C", "O", "C", "O", "O", "H", "H", "H", "H", "C", "C", "O", "C", "O", "O", "H", "H", "H", "H", "C", "C", "O", "C", "O", "O", "H", "H", "H", "H", "C", "C", "O", "C", "O", "O", "H", "H", "H", "H", "C", "C", "O", "C", "O", "O", "H", "H", "H", "H", "C", "C", "O", "C", "O", "O", "H", "H", "H", "H", "C", "C", "O", "C", "O", "O", "H", "H", "H", "H", "C", "C", "O", "C", "O", "O", "H", "H", "H", "H", "C", "C", "O", "C", "O", "O", "H", "H", "H", "H", "C", "C", "O", "C", "O", "O", "H", "H", "H", "H", "C", "C", "O", "C", "O", "O", "H", "H", "H", "H"], "coordinates": [[2.423, -2.096, 3.329], [2.794, -1.050, 2.284], [1.593, -0.357, 1.671], [0.805, -1.237, 0.650], [0.454, -0.418, -0.607], [-0.418, -1.842, 1.413], [-1.792, -1.302, 1.385], [-2.782, -2.298, 0.945], [-2.124, -0.668, 2.606], [-2.860, 0.645, 2.526], [-1.829, -1.128, 3.714], [2.010, -1.625, 4.206], [1.696, -2.791, 2.948], [3.327, -2.634, 3.570], [3.352, -0.290, 2.819], [3.478, -1.451, 1.549], [1.934, 0.536, 1.170], [0.945, -0.005, 2.468], [1.490, -2.013, 0.332], [1.001, 0.511, -0.640], [-0.593, -0.152, -0.667], [0.665, -1.057, -1.455], [-0.150, -2.794, 2.094], [-2.253, -3.149, 0.541], [-3.348, -1.873, 0.127], [-3.485, -2.582, 1.715], [-3.648, 0.699, 3.257], [-3.319, 0.704, 1.550], [-2.183, 1.480, 2.582], [-0.215, -1.625, -5.596], [0.776, -2.661, -6.080], [1.787, -2.612, -5.067], [1.222, -2.130, -3.937], [1.748, -2.122, -2.876], [-0.022, -1.658, -4.177], [-1.242, -1.866, -5.853], [0.016, -0.621, -5.959], [0.353, -3.666, -6.107], [1.194, -2.428, -7.055], [-1.715, -5.008, 3.724], [-1.809, -5.704, 5.061], [-0.992, -6.865, 4.859], [-0.114, -6.590, 3.859], [0.800, -7.279, 3.562], [-0.429, -5.423, 3.247], [-1.768, -3.923, 3.806], [-2.478, -5.348, 3.020], [-1.386, -5.109, 5.873], [-2.825, -5.985, 5.324], [5.813, -4.897, 5.497], [4.874, -4.026, 6.297], [5.578, -2.776, 6.344], [6.425, -2.739, 5.286], [7.028, -1.776, 4.946], [6.489, -3.939, 4.673], [5.295, -5.627, 4.901], [6.552, -5.404, 6.123], [3.917, -3.875, 5.794], [4.692, -4.406, 7.299], [-5.137, 4.249, 1.454], [-4.130, 5.372, 1.389], [-2.906, 4.664, 1.110], [-3.219, 3.495, 0.526], [-2.424, 2.760, 0.036], [-4.550, 3.264, 0.574], [-6.118, 4.544, 1.112], [-5.225, 3.817, 2.454], [-4.337, 6.063, 0.576], [-4.043, 5.930, 2.314], [2.534, -4.958, 0.396], [3.575, -5.892, -0.173], [4.653, -5.753, 0.767], [4.128, -5.332, 1.937], [4.729, -5.271, 2.960], [2.836, -4.980, 1.797], [1.516, -5.292, 0.212], [2.643, -3.936, 0.029], [3.245, -6.932, -0.183], [3.894, -5.614, -1.174], [6.791, -7.034, -2.678], [7.106, -8.510, -2.559], [5.836, -9.065, -2.196], [4.874, -8.216, -2.629], [3.715, -8.462, -2.629], [5.406, -7.047, -3.052], [7.389, -6.532, -3.427], [6.897, -6.507, -1.728], [7.429, -8.949, -3.504], [7.854, -8.722, -1.799], [4.791, -0.207, -2.589], [6.285, -0.261, -2.813], [6.393, -0.049, -4.226], [5.285, 0.606, -4.633], [5.148, 1.075, -5.714], [4.357, 0.660, -3.652], [4.523, 0.200, -1.619], [4.312, -1.180, -2.709], [6.817, 0.539, -2.295], [6.720, -1.216, -2.529], [-3.075, 5.425, -2.911], [-2.578, 6.676, -3.583], [-3.647, 7.606, -3.337], [-4.321, 7.185, -2.244], [-5.155, 7.811, -1.683], [-3.919, 5.944, -1.871], [-2.276, 4.817, -2.496], [-3.682, 4.809, -3.576], [-1.663, 7.059, -3.123], [-2.426, 6.532, -4.656], [-1.287, 3.231, -7.505], [-0.689, 4.425, -8.214], [-1.668, 5.449, -7.964], [-2.347, 5.107, -6.850], [-3.112, 5.812, -6.277], [-2.050, 3.850, -6.460], [-0.537, 2.564, -7.095], [-1.963, 2.659, -8.143], [0.264, 4.734, -7.784], [-0.559, 4.265, -9.280], [-9.445, 5.708, 2.824], [-9.630, 7.200, 2.988], [-8.277, 7.679, 2.950], [-7.529, 6.773, 2.287], [-6.409, 6.948, 1.940], [-8.229, 5.631, 2.067], [-10.264, 5.235, 2.290], [-9.299, 5.194, 3.776], [-10.187, 7.648, 2.168], [-10.107, 7.463, 3.918], [9.703, -2.475, -4.004], [10.049, -3.944, -3.896], [8.792, -4.530, -3.528], [7.804, -3.693, -3.948], [6.653, -3.959, -3.948], [8.317, -2.513, -4.365], [10.285, -1.956, -4.760], [9.805, -1.949, -3.054], [10.372, -4.371, -4.847], [10.805, -4.146, -3.143], [-11.715, 9.366, 7.038], [-10.927, 10.648, 6.880], [-10.402, 10.522, 5.553], [-11.204, 9.681, 4.863], [-11.138, 9.497, 3.695], [-12.093, 9.072, 5.686], [-12.592, 9.481, 7.669], [-11.108, 8.545, 7.422], [-11.557, 11.537, 6.927], [-10.125, 10.745, 7.606]], "lowdin_charge": [-0.084, -0.243, -0.169, -0.265, -0.050, -0.182, -0.043, -0.032, -0.451, 0.019, 0.069, 0.082, 0.038, 0.058, 0.105, 0.103, 0.101, 0.113, 0.098, 0.070, 0.067, 0.036, 0.091, 0.083, 0.083, 0.090, 0.082, 0.073, 0.091, -0.113, -0.111, 0.072, -0.562, 0.149, 0.069, 0.132, 0.128, 0.134, 0.133, -0.120, -0.113, 0.058, -0.573, 0.170, 0.045, 0.117, 0.133, 0.134, 0.130, -0.132, -0.112, 0.055, -0.583, 0.154, 0.057, 0.098, 0.133, 0.125, 0.128, -0.103, -0.119, 0.066, -0.613, 0.136, 0.055, 0.111, 0.134, 0.109, 0.128, -0.097, -0.102, 0.070, -0.549, 0.152, 0.059, 0.139, 0.121, 0.135, 0.130, -0.116, -0.111, 0.064, -0.588, 0.159, 0.056, 0.108, 0.139, 0.132, 0.132, -0.103, -0.114, 0.058, -0.582, 0.156, 0.063, 0.133, 0.123, 0.134, 0.120, -0.105, -0.117, 0.075, -0.574, 0.165, 0.042, 0.135, 0.134, 0.136, 0.093, -0.112, -0.106, 0.075, -0.563, 0.150, 0.067, 0.129, 0.134, 0.135, 0.133, -0.105, -0.117, 0.084, -0.553, 0.173, 0.050, 0.133, 0.132, 0.135, 0.109, -0.107, -0.109, 0.039, -0.574, 0.181, 0.055, 0.135, 0.135, 0.134, 0.133, -0.115, -0.113, 0.072, -0.574, 0.159, 0.061, 0.132, 0.132, 0.134, 0.133]}

***

2.
{"formula": "C14H31AlFNO8P3S", "method": "the ωB97M-V functional and the def2-TZVPD basis", "energy_ev": -80909.222, "homo_lumo_gap_ha": 0.147, "e_homo_ev": -4.0362, "total_charge": -1, "species": ["N", "C", "Al", "F", "C", "C", "C", "C", "C", "C", "C", "P", "S", "H", "H", "H", "H", "H", "H", "H", "H", "H", "H", "H", "H", "H", "C", "O", "P", "O", "O", "C", "O", "C", "H", "H", "H", "H", "H", "H", "H", "H", "H", "C", "O", "P", "O", "O", "C", "O", "C", "H", "H", "H", "H", "H", "H", "H", "H", "H"], "coordinates": [[0.602, 3.234, -4.807], [0.535, 2.905, -3.341], [1.917, 1.523, -2.753], [2.274, 0.499, -4.157], [1.082, 0.496, -1.220], [1.982, -0.485, -0.462], [3.365, -0.590, -0.589], [4.081, -1.507, 0.192], [3.451, -2.335, 1.108], [2.053, -2.278, 1.225], [1.355, -1.367, 0.448], [3.850, 2.783, -2.164], [3.447, 4.682, -1.724], [0.412, 4.236, -4.876], [-0.234, 2.820, -5.217], [0.732, 3.785, -2.703], [-0.460, 2.536, -3.014], [0.277, -0.120, -1.673], [0.555, 1.180, -0.528], [3.903, 0.040, -1.298], [5.172, -1.582, 0.127], [3.986, -3.037, 1.750], [1.492, -2.925, 1.903], [0.264, -1.325, 0.542], [4.680, 2.798, -3.327], [4.588, 2.222, -1.086], [-1.252, 6.518, 2.507], [-1.080, 5.439, 1.575], [-2.243, 5.308, 0.358], [-2.043, 3.870, 0.040], [-1.432, 6.297, -0.637], [-0.059, 6.015, -0.940], [-3.657, 5.576, -0.518], [-4.733, 6.217, 0.187], [-0.437, 6.480, 3.227], [-1.224, 7.481, 1.988], [-2.200, 6.415, 3.040], [0.187, 4.962, -0.818], [0.580, 6.612, -0.289], [0.130, 6.303, -1.972], [-4.427, 7.205, 0.541], [-5.052, 5.601, 1.032], [-5.568, 6.331, -0.501], [0.177, -8.775, 1.440], [0.275, -7.409, 1.875], [-1.011, -6.396, 1.457], [-0.294, -5.100, 1.560], [-1.816, -6.777, 2.825], [-1.152, -6.625, 4.073], [-2.449, -5.852, 0.786], [-2.925, -6.554, -0.380], [1.065, -9.306, 1.776], [-0.708, -9.253, 1.873], [0.126, -8.827, 0.351], [-0.350, -5.888, 4.021], [-0.740, -7.586, 4.387], [-1.885, -6.301, 4.811], [-3.103, -7.607, -0.150], [-2.201, -6.467, -1.194], [-3.861, -6.097, -0.691]], "lowdin_charge": [-0.091, -0.339, 0.126, -0.286, -0.183, -0.282, -0.074, -0.110, -0.125, -0.101, -0.064, 0.207, -0.109, 0.032, 0.036, -0.011, 0.045, 0.064, 0.068, 0.058, 0.094, 0.088, 0.086, 0.111, -0.086, -0.098, -0.131, -0.242, 0.580, -0.247, -0.267, -0.111, -0.231, -0.136, 0.085, 0.083, 0.075, 0.064, 0.082, 0.088, 0.079, 0.081, 0.082, -0.125, -0.249, 0.596, -0.240, -0.269, -0.114, -0.222, -0.121, 0.085, 0.083, 0.080, 0.087, 0.081, 0.087, 0.079, 0.086, 0.086]}

***

3.
{"formula": "C4H8FN3", "method": "the ωB97M-V functional and the def2-TZVPD basis", "energy_ev": -11461.053, "homo_lumo_gap_ha": 0.335, "relative_energy_ev": 3.7479, "smiles": "CN(/C=C\\F)/C=N/N", "e_homo_ev": -8.1257, "total_charge": 0, "species": ["C", "N", "C", "C", "F", "C", "N", "N", "H", "H", "H", "H", "H", "H", "H", "H"], "coordinates": [[0.998, 1.540, 0.190], [0.126, 0.359, -0.039], [0.689, -0.897, 0.157], [1.989, -1.108, 0.030], [2.909, -0.083, -0.201], [-1.236, 0.462, -0.108], [-2.087, -0.542, 0.195], [-3.434, -0.065, -0.102], [1.348, 1.695, 1.243], [0.406, 2.500, -0.132], [2.195, 1.532, -0.343], [0.012, -1.609, 0.040], [2.311, -2.114, -0.012], [-1.461, 1.486, -0.708], [-4.043, -0.538, 0.705], [-3.820, -0.457, -0.974]], "lowdin_charge": [-0.073, -0.165, -0.089, -0.076, -0.071, -0.187, -0.068, -0.101, 0.080, 0.098, 0.166, 0.063, 0.096, 0.165, 0.110, 0.053]}

***

4.
{"formula": "C18H14BrF3N2O4PdSe", "method": "the ωB97M-V functional and the def2-TZVPD basis", "energy_ev": -177084.677, "homo_lumo_gap_ha": [0.187, 0.231], "s_squared": 2.042, "relative_energy_ev": 0.4916, "e_homo_ev": [-0.3364, -1.5892], "total_charge": -2, "multiplicity": 3, "species": ["Pd", "O", "C", "C", "C", "C", "C", "C", "C", "O", "N", "N", "C", "C", "Br", "C", "C", "C", "C", "C", "C", "C", "H", "H", "H", "H", "H", "H", "H", "H", "H", "H", "H", "H", "H", "H", "Se", "F", "C", "F", "F", "C", "O", "O"], "coordinates": [[-1.717, 0.781, 1.233], [-3.256, -2.622, 1.651], [-2.026, -3.001, 1.277], [-1.374, -4.019, 1.978], [-0.104, -4.430, 1.611], [0.546, -3.834, 0.538], [-0.104, -2.826, -0.163], [-1.378, -2.398, 0.179], [-2.147, -1.358, -0.639], [-3.091, -0.686, 0.104], [-1.228, -0.444, -1.332], [-0.649, 0.485, -0.407], [0.347, 1.159, -0.955], [0.918, 2.387, -0.640], [-0.076, 3.657, 0.401], [2.146, 2.835, -1.125], [3.229, 2.049, -1.621], [4.277, 2.688, -2.332], [5.365, 1.993, -2.819], [5.478, 0.617, -2.626], [4.470, -0.030, -1.912], [3.376, 0.655, -1.421], [-3.409, -1.732, 1.112], [-1.885, -4.461, 2.826], [0.389, -5.212, 2.181], [1.550, -4.133, 0.262], [0.381, -2.334, -0.999], [-2.623, -1.891, -1.490], [-1.837, 0.114, -1.926], [0.766, 0.683, -1.842], [2.314, 3.908, -1.116], [4.208, 3.758, -2.501], [6.137, 2.531, -3.359], [6.330, 0.070, -3.011], [4.539, -1.097, -1.724], [2.638, 0.119, -0.836], [0.238, 0.494, 2.529], [-6.136, 1.468, 2.913], [-5.152, 2.388, 3.033], [-4.885, 2.500, 4.345], [-5.681, 3.568, 2.645], [-3.920, 1.985, 2.178], [-3.902, 2.315, 0.996], [-3.061, 1.304, 2.806]], "lowdin_charge": [0.610, 0.005, -0.302, -0.039, -0.131, -0.128, -0.058, -0.115, -0.477, -0.264, -0.018, -0.204, -0.282, -0.692, 0.635, -0.170, -0.241, -0.077, -0.142, -0.148, -0.119, -0.048, 0.061, 0.101, 0.083, 0.080, 0.100, 0.140, 0.110, 0.118, 0.069, 0.094, 0.083, 0.074, 0.092, 0.101, -0.001, 0.124, -0.536, 0.125, 0.114, -0.612, 0.015, -0.131]}